# 1
Entry from OMol25: a 7-piece molecular cluster, C14H40BrO6 overall in a non-equilibrium geometry (wB97M-V/def2-TZVPD).

XYZ file:
```
61
Properties=species:S:1:pos:R:3:forces:R:3
Br -11.150967 3.290605 9.343168 -0.338 -0.155 0.368
C -8.820680 2.865001 5.380598 0.849 0.133 0.205
C -8.991162 1.580605 6.146221 0.291 -1.326 0.161
C -7.849511 0.591162 5.885959 0.432 0.358 -1.077
O -8.875416 1.831630 7.528668 -0.209 0.153 0.732
H -9.011311 2.824777 4.308151 -0.204 -0.165 0.095
H -7.761042 3.072931 5.529032 0.068 0.607 -0.202
H -9.388213 3.657419 5.868530 -0.082 0.074 -0.218
H -9.958217 1.128922 5.925070 -0.205 -0.240 -0.026
H -7.680548 0.538306 4.810431 -0.076 -0.199 -0.203
H -7.887596 -0.432387 6.258792 -0.683 0.207 0.228
H -6.921050 1.011200 6.272783 -0.058 0.213 0.224
H -9.636765 2.332223 7.830913 0.123 0.066 -0.155
C -12.921853 -0.645989 10.899969 -0.632 0.165 0.599
C -12.434787 -1.014915 9.527383 1.194 -0.062 0.307
C -13.358542 -0.774345 8.411303 -1.515 -0.196 -0.963
O -11.215881 -0.355943 9.232210 0.899 0.345 0.235
H -13.912469 -1.033154 11.138467 -0.083 -0.371 -0.246
H -13.054226 0.431051 11.002768 0.356 0.210 0.006
H -12.254032 -1.035801 11.668185 0.145 0.294 -0.044
H -12.120018 -2.058376 9.541860 -0.357 -0.266 -0.012
H -12.953726 -1.182841 7.485367 -0.149 -0.283 0.044
H -13.578548 0.266165 8.172470 0.235 0.401 0.449
H -14.330264 -1.204769 8.653338 -0.088 -0.262 -0.351
H -11.403519 0.449232 8.744284 -0.006 0.063 -0.040
C -10.943149 3.029496 13.601869 1.066 0.611 0.465
C -9.378298 2.900478 13.399384 -0.910 -1.849 -1.198
C -8.795836 1.667509 14.096668 0.387 -0.751 0.173
O -9.025146 2.554139 12.004576 -0.410 0.555 0.765
H -11.602452 2.247417 13.225351 0.717 -0.645 0.066
H -11.423260 3.926834 13.211523 0.576 0.457 -0.184
H -11.040425 3.110547 14.684493 -0.387 -0.155 0.109
H -8.822244 3.778618 13.727665 -0.342 0.286 -0.163
H -8.877316 1.530590 15.174969 -0.477 0.646 0.091
H -7.726248 1.572238 13.909570 0.103 0.446 -0.190
H -9.183282 0.748680 13.656517 -0.414 0.128 -0.138
H -9.309320 3.245289 11.401955 0.069 0.385 0.117
C -14.286530 6.873130 11.088154 0.070 0.134 -1.754
C -12.870058 6.864636 10.433412 -1.711 -0.256 2.639
C -12.447313 8.300969 10.388686 1.325 0.613 -0.320
O -12.068127 6.171191 11.414914 0.736 -0.024 -0.433
H -14.831047 7.658411 10.563796 -0.372 0.172 0.281
H -14.154624 7.133164 12.138431 -0.119 -0.136 -0.126
H -14.869261 5.967078 10.922050 0.260 -0.182 0.307
H -12.780930 6.305826 9.501804 -0.285 0.412 -0.318
H -12.556248 8.872137 11.310641 -0.233 -0.656 0.507
H -12.995917 8.932024 9.689468 0.164 -0.412 -0.515
H -11.371730 8.297749 10.212008 0.069 0.417 -0.469
H -11.951349 5.278690 11.081137 0.093 -0.102 0.193
C -14.778847 3.179379 11.754280 0.695 -0.473 0.673
O -14.564229 3.336124 10.392768 0.171 0.429 -1.719
H -14.946356 4.153464 12.213834 -0.565 -0.152 0.144
H -15.565137 2.432444 11.863595 -0.276 0.372 0.516
H -13.881338 2.788097 12.233312 0.055 -0.178 0.228
H -13.673487 3.087291 10.135376 -0.075 -0.055 0.198
C -10.600730 6.148166 6.734019 0.769 -0.670 -0.995
O -9.628245 5.778565 7.679833 -0.188 -0.210 0.992
H -11.104171 7.086628 6.966264 0.031 0.014 -0.157
H -10.000607 6.142982 5.824118 -0.536 0.836 -0.451
H -11.298771 5.325632 6.578234 -0.503 0.118 0.100
H -10.094322 5.196403 8.284366 0.541 0.108 0.447
```
Positions in Å, forces in eV/Å.

<S²>: 0.7528
multiplicity: 2
Kohn-Sham gap (spin up / spin down): 10.55 / 4.96 eV
strongest force on any atom: 3.156 eV/Å
HOMO energy (spin up / spin down): -10.1612 / -10.1602 eV



# 2
Entry from OMol25: a 3-piece molecular cluster, C27H56BN3O7SSi overall in a non-equilibrium geometry (wB97M-V/def2-TZVPD).

XYZ file:
```
96
Properties=species:S:1:pos:R:3:forces:R:3
C 7.834058 0.251809 -4.413049 -1.404 0.732 -0.080
C 7.636939 1.903418 -4.585920 0.190 -1.377 -0.581
O 6.165284 2.093744 -4.747332 1.923 2.017 0.579
C 5.827499 3.515403 -4.916881 -1.448 -0.307 -0.748
C 5.426259 3.724251 -6.526383 0.010 -0.207 0.624
O 6.066137 2.646377 -7.296130 -2.067 0.595 -0.399
C 5.092287 1.851812 -8.064219 0.394 -0.504 -0.775
C 4.407132 0.609548 -7.239034 -0.053 -0.249 -0.852
O 3.002900 0.977407 -6.908624 0.679 -1.348 0.318
C 2.289674 -0.158815 -6.298396 -0.269 -1.585 -0.441
Si 2.404573 -0.157152 -4.349926 -0.454 1.130 0.108
C 0.894979 0.767231 -3.521203 -0.854 0.207 1.016
B 1.029264 2.350320 -4.018762 -0.041 0.305 0.539
O 1.799109 3.255164 -3.119531 -0.434 -1.176 -3.942
O 0.444191 2.780672 -5.307612 3.415 -0.427 1.634
N 2.683860 -1.814834 -3.666666 8.541 -2.285 -3.528
C 3.927826 -2.199700 -4.183039 -4.801 1.026 -0.376
S 5.244854 -2.673408 -5.206744 -4.007 1.417 3.643
H 8.871581 -0.026023 -3.939760 -2.151 0.526 -1.004
H 6.909882 -0.082854 -3.735578 2.287 0.581 -1.230
H 7.645083 -0.288236 -5.460462 0.703 1.296 2.274
H 7.995068 2.498048 -3.643869 -0.559 -1.156 -1.744
H 8.225891 2.231258 -5.567194 -1.356 -0.400 2.116
H 6.649878 4.265213 -4.551065 -1.469 -1.600 -0.666
H 4.801489 3.686294 -4.331271 2.410 -0.240 -0.949
H 5.791108 4.789475 -6.911159 -0.897 -2.294 0.690
H 4.260731 3.577915 -6.621546 2.274 0.619 0.164
H 4.285134 2.562413 -8.556709 1.388 -1.582 1.162
H 5.704838 1.373171 -8.970301 -1.218 1.056 2.108
H 4.379604 -0.319850 -7.987232 -0.050 1.857 1.560
H 4.999618 0.276078 -6.281419 -1.004 0.976 -1.788
H 2.774166 -1.162157 -6.692421 -1.017 1.812 0.652
H 1.141526 -0.212119 -6.571658 2.360 0.557 0.083
H 3.595369 0.650328 -3.979937 -0.062 -0.047 -0.116
H -0.141777 0.286871 -3.774153 1.928 0.874 0.223
H 1.002798 0.716684 -2.336575 -0.029 0.092 -2.470
H 2.323383 3.833149 -3.759816 -1.098 -0.577 1.497
H 1.244186 3.076322 -5.854690 -1.783 -0.330 0.756
C -1.402639 -2.346416 2.694222 -0.143 0.023 -0.211
C 0.045847 -2.035419 3.157070 -1.811 -0.035 1.022
C 0.274223 -0.500231 3.163351 0.311 -0.045 -0.153
C 0.435954 0.090717 1.767359 -0.052 0.022 -0.038
C 1.523014 -0.639895 0.986559 0.031 -0.019 0.404
C 1.317051 -2.177304 0.939493 0.011 -0.249 -2.019
N 1.028886 -2.768835 2.290813 4.233 1.637 2.309
O 2.247627 -2.824676 2.993606 -3.238 -0.347 -1.844
C 0.166178 -2.518208 -0.045042 -0.262 0.054 0.000
C 2.571247 -2.819463 0.254215 0.111 0.027 0.835
C 0.055338 -2.536096 4.641003 0.763 -0.091 -0.317
H -1.550873 -3.424436 2.554272 0.143 0.180 -0.019
H -2.135339 -2.015813 3.441642 0.346 0.002 -0.006
H -1.691797 -1.838042 1.776496 0.097 -0.075 -0.037
H 1.174305 -0.259968 3.746021 -0.050 -0.249 -0.064
H -0.558202 0.004441 3.670115 0.016 -0.347 -0.005
H -0.514872 0.056340 1.225115 0.032 -0.033 0.031
H 0.699354 1.152310 1.850482 -0.061 -0.144 -0.029
H 1.565687 -0.232769 -0.031534 0.013 -0.328 0.030
H 2.493983 -0.407002 1.446357 -0.108 -0.246 -0.015
H -0.134606 -3.568511 0.045143 0.055 0.182 0.089
H 0.476655 -2.363796 -1.085900 0.218 -0.008 0.283
H -0.716069 -1.892639 0.077874 -0.014 -0.075 0.143
H 3.507119 -2.578709 0.771994 -0.320 -0.119 0.111
H 2.690449 -2.451272 -0.771485 -0.367 0.073 0.205
H 2.476161 -3.910435 0.203470 -0.029 0.173 0.093
H -0.088943 -3.622085 4.692496 0.079 0.175 -0.098
H -0.751757 -2.070231 5.218746 0.009 0.043 -0.437
H 0.984480 -2.288188 5.165910 -0.059 -0.137 -0.298
C -6.648048 -1.764785 6.171816 -0.271 -0.014 -0.072
C -5.545635 -0.704099 5.909729 -0.216 -1.411 1.511
C -5.830717 0.565860 6.755265 0.078 0.218 -0.307
C -6.978016 1.408357 6.209305 -0.065 -0.007 0.025
C -6.757600 1.745443 4.738614 0.326 -0.067 0.204
C -6.490557 0.497240 3.856039 -1.505 0.277 -1.360
N -5.450064 -0.417458 4.438890 3.759 3.426 0.256
O -4.193487 0.173942 4.207312 -3.165 -1.962 0.314
C -7.817041 -0.279216 3.637885 -0.150 -0.148 0.166
C -6.124825 0.985987 2.413004 0.728 -0.114 0.461
C -4.257030 -1.389309 6.477892 0.215 0.495 -0.647
H -6.545573 -2.619072 5.491096 0.011 0.228 0.056
H -6.581476 -2.158883 7.194088 0.231 0.203 -0.211
H -7.661829 -1.378235 6.087531 0.049 0.019 -0.137
H -4.930721 1.194813 6.797714 -0.016 -0.210 -0.157
H -6.054860 0.287555 7.792926 0.117 -0.227 -0.226
H -7.932319 0.888571 6.344988 0.050 -0.003 -0.028
H -7.053861 2.337334 6.787680 -0.014 -0.143 -0.079
H -7.630932 2.293858 4.363622 0.131 -0.254 -0.176
H -5.909836 2.441613 4.667351 -0.001 -0.253 -0.102
H -7.631888 -1.261967 3.188819 0.048 0.152 0.138
H -8.485176 0.261881 2.956392 0.350 0.050 0.086
H -8.399295 -0.417136 4.547149 0.119 -0.090 0.032
H -5.254559 1.652587 2.398965 -0.077 -0.314 0.146
H -6.949493 1.556920 1.970520 -0.045 -0.226 0.362
H -5.919450 0.136976 1.750556 0.006 0.092 0.178
H -4.002269 -2.288776 5.904398 -0.078 0.187 0.016
H -4.401206 -1.695223 7.520892 -0.318 0.132 -0.253
H -3.387079 -0.723374 6.475967 -0.225 -0.065 -0.223
```
Positions in Å, forces in eV/Å.

<S²>: 2.0096
multiplicity: 3
Kohn-Sham gap (spin up / spin down): 8.11 / 8.68 eV
strongest force on any atom: 9.520 eV/Å
HOMO energy (spin up / spin down): -8.8066 / -9.3727 eV



Among the records above, which one has the lowest <S²>?
C14H40BrO6